Entry 1:
This record from the OMol25 dataset describes C11H4AsF11NOPdS4SbSe as an isolated structure. The level of theory is ωB97M-V with the def2-TZVPD basis set.

Values from the calculation:
E_LUMO (spin up / spin down) (eV): 2.07 / -0.90
ΔE to the lowest compared entry with this formula, charge and spin (kcal/mol): 13.0
Total charge: -1
Spin multiplicity: 6

Last column: Löwdin spin population.
Element x y z (Å)
Pd  -0.6284  -1.0074  -1.6885  1.200
S  -5.1318  -0.0884  -4.0687  0.862
Sb  -3.6755  -0.9088  -2.4354  0.103
S  -1.8393  0.3861  -3.1489  0.220
S  -1.1219  -3.3813  -2.4822  0.731
S  -2.7002  -3.2195  -3.6279  0.516
F  1.7440  0.9720  4.4189  0.003
C  1.3816  0.2635  3.3367  0.008
C  0.8462  0.8891  2.2277  -0.001
F  0.6900  2.2165  2.2207  -0.001
C  0.4870  0.1450  1.1225  0.011
F  -0.0228  0.8052  0.0550  0.028
C  0.6399  -1.2496  1.0410  0.009
O  0.3200  -1.9663  0.0062  0.148
C  1.1936  -1.8410  2.1935  0.012
F  1.3871  -3.1693  2.2095  0.003
C  1.5498  -1.1105  3.3074  -0.001
F  2.0752  -1.7316  4.3746  -0.001
F  -2.3192  -0.8979  0.3237  0.031
As  -3.6224  -0.0228  1.1571  0.002
F  -2.5077  1.2301  1.5380  0.001
F  -3.2487  -0.8616  2.6109  0.001
F  -4.9156  0.8439  1.8856  0.000
F  -4.7103  -1.2938  0.6768  0.003
F  -3.9640  0.7571  -0.3962  0.007
Se  1.6526  -1.3516  -2.6517  0.918
C  2.2374  0.3241  -1.9550  0.081
C  1.7181  1.5090  -2.4569  0.041
C  2.1774  2.6971  -1.9105  -0.003
N  3.0653  2.7647  -0.9214  0.025
C  3.5263  1.6157  -0.4343  -0.002
C  3.1609  0.3698  -0.9208  0.037
H  0.9616  1.5113  -3.2305  0.006
H  1.8005  3.6441  -2.2795  -0.001
H  4.2269  1.6922  0.3895  -0.001
H  3.5665  -0.5348  -0.4871  0.004



Entry 2:
This record from the OMol25 dataset describes an isolated ion of composition C5H15N3 and charge +1. The level of theory is ωB97M-V with the def2-TZVPD basis set.

Values from the calculation:
E_LUMO (spin up / spin down) (eV): -3.36 / -3.47
ΔE to the lowest compared entry with this formula, charge and spin (kcal/mol): 52.1
Total charge: +1
Spin multiplicity: 2

Last column: Löwdin spin population.
Element x y z (Å)
C  0.6803  2.3593  -0.6196  0.042
C  -0.1157  1.0704  -0.7603  0.067
C  0.6679  -0.2244  -0.4974  0.031
C  0.1678  -0.9964  0.7083  0.095
C  -0.2895  -2.2537  0.6471  0.036
N  -0.8236  -2.9219  1.7051  0.025
N  0.2146  -0.1833  1.9534  0.205
N  -0.6286  1.0123  -2.2528  0.016
H  1.6452  2.1111  -0.1834  0.012
H  0.1867  3.1657  -0.0731  0.016
H  0.8704  2.8174  -1.5925  0.002
H  -1.0504  1.0391  -0.1992  0.059
H  1.7422  -0.0244  -0.3945  0.010
H  0.5680  -0.9390  -1.3467  0.004
H  -0.0402  -2.8713  -0.2067  0.001
H  -1.1191  -2.4423  2.5424  0.029
H  -1.2841  -3.8026  1.5334  0.002
H  1.2505  0.0855  2.0371  0.094
H  -0.4425  0.6587  1.9250  0.165
H  0.0723  -0.6381  2.8719  0.076
H  0.1672  1.0864  -2.8864  0.001
H  -1.3103  1.7470  -2.4548  0.006
H  -1.1293  0.1444  -2.4561  0.007